# 1
Density functional theory data (the ωB97M-V functional and the def2-TZVPD basis) for 2 unconnected molecules or ions with the total composition CH4N3O3 in a non-equilibrium geometry.

Geometry as XYZ:
```
11
Properties=species:S:1:pos:R:3
O -0.75 -2.60 1.81
O -0.38 -0.18 0.48
O -1.27 -0.75 2.83
N 0.73 1.65 -0.27
N -0.99 -1.64 2.26
N 0.46 -0.23 -1.62
C 0.23 0.39 -0.47
H 0.04 2.19 0.35
H 0.00 -1.09 -1.71
H 0.84 0.30 -2.50
H 1.09 1.95 -1.16
```

Summary:
E_HOMO = -14.28 eV
E_LUMO = -6.13 eV
Net charge = +1
HOMO-LUMO gap = 8.2 eV
DFT total energy = -430.08574 a.u.
Strongest force on any atom = 3.236 eV/Å

=====

# 2
Density functional theory data (the ωB97M-V functional and the def2-TZVPD basis) for a gas-phase ion, CH4N3OS (charge +1) in a non-equilibrium geometry.

Geometry as XYZ:
```
10
Properties=species:S:1:pos:R:3
S 1.32 0.68 1.00
O -2.37 0.11 0.31
N -0.31 0.19 1.39
N -0.39 -0.26 -0.88
N 1.03 -0.32 -0.62
C -1.19 0.09 0.29
H 1.58 0.08 -1.38
H -0.51 0.24 -1.79
H -0.71 0.47 2.21
H 1.55 -1.27 -0.54
```

Summary:
E_HOMO = -14.54 eV
E_LUMO = -6.17 eV
Net charge = +1
HOMO-LUMO gap = 8.4 eV
SMILES = O=C1N[NH2+]SN1
DFT total energy = -677.84566 a.u.
Strongest force on any atom = 4.541 eV/Å

=====

# 3
Density functional theory data (the ωB97M-V functional and the def2-TZVPD basis) for a gas-phase ion, CH4N3OS (charge +1) in a non-equilibrium geometry.

Geometry as XYZ:
```
10
Properties=species:S:1:pos:R:3
S 0.83 2.20 -2.04
O -0.44 1.96 -0.55
N -1.26 0.04 0.56
N 1.55 0.83 -1.49
N 0.53 0.02 -0.88
C -0.40 0.73 -0.23
H 2.27 0.81 -0.85
H -1.91 0.59 1.11
H -0.83 -0.76 1.01
H 0.78 -0.93 -0.64
```

Summary:
E_HOMO = -14.60 eV
E_LUMO = -6.03 eV
Net charge = +1
HOMO-LUMO gap = 8.6 eV
SMILES = [NH2+]=C1NNSO1
DFT total energy = -677.87250 a.u.
Strongest force on any atom = 3.586 eV/Å

=====

# 4
Density functional theory data (the ωB97M-V functional and the def2-TZVPD basis) for 2 unconnected molecules or ions with the total composition CH4N3P in a non-equilibrium geometry.

Geometry as XYZ:
```
9
Properties=species:S:1:pos:R:3
P 0.40 0.61 0.92
N -1.88 -0.32 -0.01
N -1.26 0.05 1.12
N -1.23 -0.32 -1.03
C 0.08 0.17 -0.89
H 1.17 -0.68 -1.60
H -1.75 0.41 1.98
H 0.16 1.11 -1.40
H 0.95 -0.64 1.22
```

Summary:
E_HOMO = -9.05 eV
E_LUMO = 0.45 eV
HOMO-LUMO gap = 9.5 eV
DFT total energy = -545.98573 a.u.
Strongest force on any atom = 4.951 eV/Å

=====

# 5
Density functional theory data (the ωB97M-V functional and the def2-TZVPD basis) for CH4N3P in the gas phase in a non-equilibrium geometry.

Geometry as XYZ:
```
9
Properties=species:S:1:pos:R:3
P -1.21 -0.72 -0.42
N 0.33 -0.06 -0.13
N 2.11 -1.18 -0.41
N 1.59 -0.16 0.16
C -0.59 1.02 -0.20
H -1.76 -0.97 0.94
H -0.70 1.69 0.57
H -0.47 1.53 -1.10
H 3.11 -1.17 -0.31
```

Summary:
E_HOMO = -8.80 eV
E_LUMO = 0.50 eV
HOMO-LUMO gap = 9.3 eV
SMILES = [H]/N=N/N1CP1
DFT total energy = -545.98046 a.u.
Strongest force on any atom = 3.478 eV/Å

=====

# 6
Density functional theory data (the ωB97M-V functional and the def2-TZVPD basis) for 2 unconnected molecules or ions with the total composition CH4N3P in a non-equilibrium geometry.

Geometry as XYZ:
```
9
Properties=species:S:1:pos:R:3
P -1.93 -0.79 0.97
N 1.70 0.11 0.44
N 0.94 0.09 1.26
N 2.48 0.35 -0.43
C -1.64 -0.16 -0.61
H -1.54 0.95 -0.84
H -1.71 0.53 1.60
H 3.21 -0.24 -0.85
H -1.51 -0.82 -1.54
```

Summary:
E_HOMO = -9.14 eV
E_LUMO = 0.22 eV
HOMO-LUMO gap = 9.4 eV
DFT total energy = -545.97914 a.u.
Strongest force on any atom = 3.730 eV/Å

=====

# 7
Density functional theory data (the ωB97M-V functional and the def2-TZVPD basis) for 2 unconnected molecules or ions with the total composition CH4N4 in a non-equilibrium geometry.

Geometry as XYZ:
```
9
Properties=species:S:1:pos:R:3
N -1.51 0.00 -0.37
N 1.47 0.63 0.35
N 0.73 -1.37 0.16
N 1.64 -0.66 0.46
C -2.44 -0.42 0.14
H -0.12 -0.95 -0.28
H 2.26 1.20 0.32
H -3.41 -0.77 0.39
H 0.51 0.91 0.10
```

Summary:
E_HOMO = -8.31 eV
E_LUMO = 0.82 eV
HOMO-LUMO gap = 9.1 eV
SMILES = [H]/N=N\N.C#N
DFT total energy = -259.40893 a.u.
Strongest force on any atom = 5.214 eV/Å

=====

# 8
Density functional theory data (the ωB97M-V functional and the def2-TZVPD basis) for a molecular structure, CH4N4 in a non-equilibrium geometry.

Geometry as XYZ:
```
9
Properties=species:S:1:pos:R:3
N 1.82 0.00 -0.12
N 0.78 0.96 -0.14
N -1.56 -0.08 -0.11
N -0.19 -0.15 0.12
C 0.96 -0.96 -0.07
H 1.08 -1.99 0.17
H -1.92 -0.01 -1.10
H -1.85 0.76 0.50
H 0.87 1.46 0.75
```

Summary:
E_HOMO (alpha / beta) = -5.11 / -9.39 eV
2S+1 = 3
E_LUMO (alpha / beta) = 0.93 / -1.98 eV
⟨S²⟩ = 2.007
HOMO-LUMO gap (alpha / beta) = 6.0 / 7.4 eV
DFT total energy = -259.21560 a.u.
Strongest force on any atom = 10.076 eV/Å

=====

# 9
Density functional theory data (the ωB97M-V functional and the def2-TZVPD basis) for a molecular structure, CH4N4 in a non-equilibrium geometry.

Geometry as XYZ:
```
9
Properties=species:S:1:pos:R:3
N 0.84 0.93 -0.16
N -1.40 -0.17 -0.14
N 1.82 -0.07 -0.12
N -0.12 -0.10 0.09
C 0.85 -0.99 0.02
H 0.83 1.76 0.46
H 0.91 -2.01 0.00
H -1.97 0.09 0.67
H -1.78 0.55 -0.83
```

Summary:
E_HOMO (alpha / beta) = -4.59 / -9.26 eV
2S+1 = 3
E_LUMO (alpha / beta) = 0.94 / -1.29 eV
⟨S²⟩ = 2.006
HOMO-LUMO gap (alpha / beta) = 5.5 / 8.0 eV
DFT total energy = -259.21873 a.u.
Strongest force on any atom = 6.896 eV/Å

=====

# 10
Density functional theory data (the ωB97M-V functional and the def2-TZVPD basis) for a gas-phase ion, CH4NO2 (charge +1) in a non-equilibrium geometry.

Geometry as XYZ:
```
8
Properties=species:S:1:pos:R:3
O 1.47 -0.74 -0.09
O 1.45 0.67 -0.16
N -0.75 -0.09 -0.33
C 0.49 0.02 0.47
H -0.40 0.33 -1.26
H -1.17 -1.04 -0.51
H 0.41 0.36 1.59
H -1.49 0.48 0.29
```

Summary:
E_HOMO (alpha / beta) = -11.85 / -18.06 eV
2S+1 = 3
E_LUMO (alpha / beta) = -4.62 / -7.31 eV
⟨S²⟩ = 2.013
Net charge = +1
HOMO-LUMO gap (alpha / beta) = 7.2 / 10.7 eV
DFT total energy = -245.13068 a.u.
Strongest force on any atom = 18.204 eV/Å

=====

# 11
Density functional theory data (the ωB97M-V functional and the def2-TZVPD basis) for 2 unconnected molecules or ions with the total composition CH4NO2P in a non-equilibrium geometry.

Geometry as XYZ:
```
9
Properties=species:S:1:pos:R:3
P -1.12 -0.02 0.19
O 1.10 0.39 1.74
O 2.71 0.63 0.35
N 1.54 0.54 0.63
C 0.60 0.42 -0.48
H 1.10 -1.48 -0.55
H -1.86 1.17 0.11
H -1.77 -0.49 -0.93
H 0.68 0.74 -1.44
```

Summary:
E_HOMO (alpha / beta) = -9.71 / -9.75 eV
E_LUMO (alpha / beta) = -1.72 / -1.99 eV
HOMO-LUMO gap (alpha / beta) = 8.0 / 7.8 eV
DFT total energy = -586.81636 a.u.
Strongest force on any atom = 6.306 eV/Å

=====

# 12
Density functional theory data (the ωB97M-V functional and the def2-TZVPD basis) for a molecular structure, CH4NO2Si in a non-equilibrium geometry.

Geometry as XYZ:
```
9
Properties=species:S:1:pos:R:3
Si 0.18 -0.68 -0.03
O -1.44 -1.12 0.08
O -3.32 0.04 -0.02
N -1.10 0.87 -0.06
C -2.10 0.04 0.00
H 0.63 -0.57 1.39
H -1.31 2.48 0.31
H 0.60 -0.17 -1.24
H 0.75 -2.10 -0.23
```

Summary:
E_HOMO = -4.57 eV
E_LUMO = 4.04 eV
Net charge = -1
HOMO-LUMO gap = 8.6 eV
DFT total energy = -535.18571 a.u.
Strongest force on any atom = 7.022 eV/Å

=====

# 13
Density functional theory data (the ωB97M-V functional and the def2-TZVPD basis) for 2 unconnected molecules or ions with the total composition CH4NO3 in a non-equilibrium geometry.

Geometry as XYZ:
```
9
Properties=species:S:1:pos:R:3
O 1.57 -1.02 -0.17
O 0.48 -1.60 -0.88
O -0.46 -0.05 1.44
N 0.16 0.82 -1.00
C 0.67 -0.35 -0.81
H 0.49 1.71 -0.60
H -0.84 0.87 -1.24
H -1.02 -0.86 1.26
H -1.04 0.47 1.99
```

Summary:
E_HOMO = -16.44 eV
E_LUMO = -4.96 eV
Net charge = +1
HOMO-LUMO gap = 11.5 eV
DFT total energy = -320.53325 a.u.
Strongest force on any atom = 5.094 eV/Å

=====

# 14
Density functional theory data (the ωB97M-V functional and the def2-TZVPD basis) for 2 unconnected molecules or ions with the total composition CH4NO3PS in a non-equilibrium geometry.

Geometry as XYZ:
```
11
Properties=species:S:1:pos:R:3
S 2.45 -0.95 0.86
P -3.89 0.82 0.43
O -3.79 1.35 -0.98
O -3.62 1.68 1.58
O -4.35 -0.55 0.71
N 0.89 -1.32 1.03
C 2.92 -0.24 -0.93
H 3.99 0.04 -0.88
H 2.83 -0.93 -1.89
H 2.15 0.52 -0.94
H 0.42 -0.42 1.03
```

Summary:
E_HOMO = 0.49 eV
E_LUMO = 6.11 eV
Net charge = -2
HOMO-LUMO gap = 5.6 eV
DFT total energy = -1060.55136 a.u.
Strongest force on any atom = 2.438 eV/Å

=====

# 15
Density functional theory data (the ωB97M-V functional and the def2-TZVPD basis) for a molecular structure, CH4NO4Si in a non-equilibrium geometry.

Geometry as XYZ:
```
11
Properties=species:S:1:pos:R:3
Si 0.13 -0.24 -0.37
O -0.54 -1.28 0.78
O -1.96 1.82 0.47
O 0.73 -1.40 -1.51
O -2.13 1.59 -1.71
N 1.67 0.00 0.52
C -1.72 1.41 -0.62
H 2.35 0.72 0.29
H 0.98 -2.06 -0.90
H 1.48 0.20 1.50
H -0.98 -0.76 1.54
```

Summary:
E_HOMO = -3.35 eV
E_LUMO = 3.89 eV
Net charge = -1
HOMO-LUMO gap = 7.2 eV
DFT total energy = -685.87677 a.u.
Strongest force on any atom = 2.683 eV/Å

=====

# 16
Density functional theory data (the ωB97M-V functional and the def2-TZVPD basis) for a molecular structure, CH4NO5S3 in a non-equilibrium geometry.

Geometry as XYZ:
```
14
Properties=species:S:1:pos:R:3
S -1.82 1.02 0.15
S -0.91 -1.41 -0.32
S 0.11 -2.72 0.56
O 1.52 -0.77 -0.83
O -0.60 1.78 -0.04
O -2.46 0.47 -1.00
O -2.66 1.62 1.09
O -1.41 -0.37 0.89
N 0.16 -0.54 -1.24
C 2.03 -0.04 0.20
H 1.20 0.38 0.94
H -0.31 0.40 -1.11
H 2.59 0.83 -0.13
H 2.57 -0.66 0.84
```

Summary:
E_HOMO = -5.07 eV
E_LUMO = 3.29 eV
Net charge = -1
HOMO-LUMO gap = 8.4 eV
DFT total energy = -1665.98172 a.u.
Strongest force on any atom = 4.903 eV/Å

=====

# 17
Density functional theory data (the ωB97M-V functional and the def2-TZVPD basis) for 2 unconnected molecules or ions with the total composition CH4NOP in a non-equilibrium geometry.

Geometry as XYZ:
```
8
Properties=species:S:1:pos:R:3
P 1.20 -0.70 0.16
O -2.06 0.26 0.20
N 1.27 0.97 0.24
C -1.90 -0.92 0.19
H -2.42 -1.85 -0.12
H 1.62 -0.66 -1.13
H 0.68 1.36 0.98
H 1.59 1.54 -0.52
```

Summary:
E_HOMO (alpha / beta) = -6.89 / -7.63 eV
E_LUMO (alpha / beta) = 0.65 / 0.14 eV
HOMO-LUMO gap (alpha / beta) = 7.5 / 7.8 eV
DFT total energy = -511.72158 a.u.
Strongest force on any atom = 2.370 eV/Å

=====

# 18
Density functional theory data (the ωB97M-V functional and the def2-TZVPD basis) for CH4NOPS2 in the gas phase in a non-equilibrium geometry.

Geometry as XYZ:
```
10
Properties=species:S:1:pos:R:3
S -0.61 0.69 1.72
S -0.50 -2.46 0.41
P -0.03 -0.56 0.21
O -1.02 -0.20 -2.44
N 2.00 0.12 0.38
C -0.84 0.22 -1.30
H 2.52 0.05 -0.54
H 1.78 1.06 0.51
H -1.61 0.95 -0.84
H -1.69 0.13 1.89
```

Summary:
E_HOMO = -9.38 eV
E_LUMO = -1.06 eV
HOMO-LUMO gap = 8.3 eV
SMILES = N[P@@](=S)(S)C=O
DFT total energy = -1308.16815 a.u.
Strongest force on any atom = 4.597 eV/Å

=====

# 19
Density functional theory data (the ωB97M-V functional and the def2-TZVPD basis) for 2 unconnected molecules or ions with the total composition CH4NOS in a non-equilibrium geometry.

Geometry as XYZ:
```
8
Properties=species:S:1:pos:R:3
S -0.81 -1.07 -1.46
O -1.29 1.29 -0.04
N 0.04 0.18 -0.90
C 0.80 -0.23 0.25
H 0.71 -1.30 0.57
H 1.93 -0.05 0.17
H -1.84 0.66 0.36
H 0.46 0.51 1.04
```

Summary:
E_HOMO = -2.69 eV
E_LUMO = 4.13 eV
Net charge = -1
HOMO-LUMO gap = 6.8 eV
DFT total energy = -568.59608 a.u.
Strongest force on any atom = 3.302 eV/Å

=====

# 20
Density functional theory data (the ωB97M-V functional and the def2-TZVPD basis) for a molecular structure, CH4O2P in a non-equilibrium geometry.

Geometry as XYZ:
```
8
Properties=species:S:1:pos:R:3
P -1.47 -1.22 -0.71
O -0.77 -1.68 -1.91
O -0.83 -2.25 0.59
C -0.07 0.67 -0.11
H 0.09 -2.28 0.32
H 0.90 0.41 -0.75
H 0.16 0.48 0.91
H -0.68 1.56 -0.23
```

Summary:
E_HOMO = -2.42 eV
E_LUMO = 4.74 eV
Net charge = -1
HOMO-LUMO gap = 7.2 eV
DFT total energy = -532.36674 a.u.
Strongest force on any atom = 3.708 eV/Å